1.
{
  "formula": "C13H34N4O8Zr",
  "method": "ωB97M-V with the def2-TZVPD basis set",
  "elements": ["Zr", "O", "H", "O", "H", "O", "H", "C", "O", "H", "H", "H", "C", "O", "N", "C", "C", "H", "H", "H", "H", "H", "H", "H", "C", "O", "N", "C", "C", "H", "H", "H", "H", "H", "H", "H", "C", "O", "N", "C", "C", "H", "H", "H", "H", "H", "H", "H", "C", "O", "N", "C", "C", "H", "H", "H", "H", "H", "H", "H"],
  "coordinates": [[-2.08515, 32.28966, -13.80698], [-1.19482, 34.32171, -11.49812], [-0.60424, 34.88321, -10.95918], [-3.06116, 29.94816, -11.83475], [-2.80068, 29.57258, -10.97126], [-3.93203, 31.66038, -16.30883], [-3.98768, 31.89824, -17.25480], [2.21683, 33.61375, -16.51308], [0.91864, 33.37539, -16.01183], [2.81898, 32.70724, -16.45172], [2.15353, 33.91071, -17.55993], [2.81226, 34.34306, -15.96384], [-3.38997, 37.53352, -15.88371], [-2.99172, 36.49282, -15.39008], [-2.70532, 38.68354, -15.79521], [-3.13785, 39.90139, -16.49776], [-1.37232, 38.77684, -15.25301], [-4.31621, 37.66303, -16.46467], [-4.21832, 39.91957, -16.64046], [-2.77595, 40.06706, -17.51249], [-2.95668, 40.77447, -15.87085], [-0.81770, 37.85815, -15.06192], [-0.75329, 39.37901, -15.91806], [-1.51077, 39.24598, -14.27893], [2.41376, 30.72333, -10.82042], [1.54813, 31.17031, -11.56034], [3.23303, 31.53724, -10.06205], [3.36175, 33.05209, -10.31914], [4.03997, 30.93512, -8.99078], [2.61293, 29.64766, -10.69598], [2.98154, 33.56981, -9.43851], [2.75469, 33.29423, -11.19146], [4.41879, 33.29754, -10.42168], [5.07971, 31.22807, -9.13650], [3.73958, 31.16099, -7.96762], [4.12165, 29.86137, -9.15954], [0.00418, 27.08130, -16.49310], [-0.07664, 28.08625, -15.80538], [1.15029, 26.43548, -16.68217], [1.12306, 25.31204, -17.58719], [2.38328, 26.82224, -16.13018], [-0.84384, 26.66061, -17.05531], [1.17341, 24.47597, -16.88966], [1.94230, 25.41973, -18.29807], [0.15376, 25.05138, -18.01216], [2.39841, 27.74597, -15.55173], [2.75097, 26.04140, -15.46444], [3.05274, 26.84128, -16.99016], [-6.92605, 34.74094, -11.74773], [-5.83734, 34.26411, -12.11139], [-7.10977, 35.91074, -11.07927], [-8.46437, 36.34729, -10.77629], [-5.99117, 36.79588, -10.69206], [-7.88613, 34.23000, -11.91916], [-9.19536, 35.61343, -11.11570], [-8.70199, 37.28891, -11.27123], [-8.43283, 36.53011, -9.70219], [-6.20309, 37.10186, -9.66757], [-5.00405, 36.34142, -10.60754], [-5.92645, 37.70705, -11.28678]],
  "forces_ev_per_a": [[-0.6, -0.5, 0.9], [-0.9, -1.1, -1.2], [0.0, -0.5, -0.8], [0.3, 1.3, -1.4], [0.4, 0.7, -0.5], [1.1, 0.3, 1.8], [0.6, 0.3, 0.7], [-1.4, -0.4, 1.2], [0.8, 0.4, -0.2], [0.0, -0.6, -0.3], [-0.1, -0.1, -0.3], [-0.3, 0.4, 0.3], [0.6, -0.5, 0.2], [-0.5, 0.0, -0.2], [0.1, 1.1, -1.5], [-1.1, -0.1, 0.4], [0.3, 0.2, 0.8], [-0.2, -0.3, 0.1], [-0.2, -0.4, 0.2], [0.8, -0.3, 0.1], [0.4, 0.0, -0.1], [-0.7, -0.3, -0.3], [-0.1, 0.2, 0.1], [0.6, 0.4, 0.1], [-0.3, 2.0, 0.0], [0.7, -0.7, 0.1], [0.2, 0.4, 0.0], [-0.6, -2.3, 0.8], [0.7, 0.1, -1.3], [-0.1, 0.1, 0.1], [-0.1, 0.1, -0.1], [0.2, 0.0, 0.1], [-0.1, -0.1, -0.3], [0.1, 0.4, 0.3], [-0.3, 0.1, -0.1], [-0.6, -0.1, 0.2], [-0.1, 1.8, 0.7], [-0.5, -0.2, 0.0], [-2.1, -0.2, -1.2], [0.2, -1.0, 1.5], [1.4, -0.4, 0.2], [0.0, 0.0, 0.1], [1.2, -0.8, -0.5], [-0.2, -0.6, -0.1], [0.0, 1.1, -0.5], [-0.5, 0.0, -0.5], [0.1, -0.2, 0.1], [0.6, 0.4, 0.3], [2.0, -0.4, -0.4], [-1.9, 0.9, 0.7], [0.9, -0.3, -0.9], [0.9, 0.4, 0.2], [-0.7, -0.1, 0.8], [0.1, -0.1, -0.1], [0.1, -0.1, 0.4], [0.1, 0.1, -0.1], [-0.9, -0.1, 0.1], [-0.1, 0.3, 0.1], [-0.3, -0.5, -0.6], [-0.1, -0.1, -0.3]],
  "spin_multiplicity": 1,
  "e_above_lowest_kcal_mol": 516.3,
  "homo_lumo_gap_ev": 3.5514,
  "total_charge": 0,
  "largest_force_ev_per_a": 2.5,
  "homo_ev": -8.0
}



2.
{
  "formula": "C3H9B3I2O4PS",
  "method": "ωB97M-V with the def2-TZVPD basis set",
  "elements": ["C", "C", "C", "I", "B", "O", "B", "S", "O", "B", "P", "O", "O", "H", "H", "H", "H", "H", "H", "H", "H", "H", "I"],
  "coordinates": [[-0.56607, 3.28944, -0.22187], [-0.91200, 1.79924, -0.23479], [-0.33721, 1.07082, -1.48122], [-1.74617, 1.21828, -3.08779], [0.15005, -0.38098, -1.05856], [1.48372, -0.72944, -1.35735], [2.08037, -1.21122, -0.23033], [3.52833, -0.32452, 0.54135], [1.51910, -2.32312, 0.37369], [0.18449, -2.05255, 0.62442], [-0.64680, -3.01757, 2.11252], [-1.39804, -4.25021, 1.75019], [-0.53456, -1.14866, -0.08494], [0.46414, 3.44312, -0.54416], [-1.22264, 3.81749, -0.91413], [-0.71008, 3.70262, 0.77691], [-1.99044, 1.65289, -0.24259], [-0.48769, 1.32164, 0.65374], [0.52864, 1.62204, -1.84424], [2.84758, 0.24025, 1.54263], [-1.41235, -2.09100, 2.86124], [0.43092, -3.32834, 2.97879], [-1.25330, -2.32022, -2.91351]],
  "forces_ev_per_a": [[-0.4, -0.3, -0.1], [0.5, 0.0, -0.5], [-0.3, 0.1, 0.6], [0.1, 0.5, 0.0], [-1.1, -1.1, -1.9], [0.1, 0.8, 1.2], [0.1, -0.5, -0.8], [0.6, 0.0, -0.3], [-0.1, 0.8, 0.8], [-0.6, -0.5, -0.2], [-0.1, -0.8, -0.3], [-0.2, 0.0, 0.0], [1.0, 0.8, 1.0], [0.0, 0.1, 0.1], [0.1, 0.1, 0.0], [0.1, 0.1, 0.0], [0.0, -0.1, 0.4], [-0.2, 0.0, 0.1], [0.0, -0.1, -0.1], [-0.3, -0.2, 0.1], [0.2, 0.2, 0.0], [0.0, 0.4, 0.1], [0.3, -0.4, -0.1]],
  "spin_multiplicity": 1,
  "homo_lumo_gap_ev": 5.9512,
  "total_charge": -1,
  "largest_force_ev_per_a": 2.4,
  "homo_ev": -3.8
}



3.
{
  "formula": "C25H23AsBr2Cl3CrN4O2Se",
  "method": "ωB97M-V with the def2-TZVPD basis set",
  "elements": ["Cr", "C", "C", "C", "C", "C", "C", "Br", "C", "C", "Br", "C", "O", "C", "N", "H", "H", "H", "H", "H", "H", "Cl", "C", "C", "C", "Cl", "C", "O", "C", "Cl", "C", "H", "H", "N", "C", "C", "C", "C", "C", "N", "H", "H", "H", "H", "H", "H", "Se", "C", "N", "C", "As", "C", "C", "H", "H", "H", "H", "H", "H", "H", "H", "H"],
  "coordinates": [[1.50593, 0.69978, 0.21981], [-1.78036, -0.20935, 1.36118], [-1.67698, 1.09999, 0.65688], [-2.84017, 1.89243, 0.55856], [-2.86455, 3.17146, 0.02243], [-1.66105, 3.72846, -0.40535], [-1.50452, 4.96619, -1.02694], [-3.01155, 6.01506, -1.33596], [-0.27820, 5.57484, -1.24005], [0.89691, 4.75182, -1.07936], [2.50488, 5.63254, -1.40764], [0.83235, 3.40053, -0.64246], [1.85087, 2.56640, -0.66707], [-0.50161, 2.91417, -0.32316], [-0.52079, 1.64945, 0.29222], [-1.32695, -1.02804, 0.76534], [-1.31402, -0.19933, 2.32256], [-2.80210, -0.29671, 1.49574], [-3.73261, 1.50101, 1.10501], [-3.77110, 3.73894, 0.00478], [-0.19410, 6.61168, -1.53556], [4.12204, -5.65884, -1.37706], [3.30321, -4.34069, -0.73410], [3.95883, -3.08367, -0.61412], [3.23397, -1.98530, -0.07067], [3.82476, -0.36584, -0.16456], [1.99945, -2.26342, 0.55247], [1.33132, -1.20851, 1.08611], [1.35095, -3.51104, 0.50295], [-0.21028, -3.76553, 1.20727], [2.03499, -4.56142, -0.12543], [4.94977, -2.88812, -1.01038], [1.53461, -5.54415, -0.18026], [0.99569, 0.12228, 3.37139], [1.55541, 1.32611, 3.25460], [1.46867, 2.27871, 4.28761], [2.26060, 3.37633, 4.24762], [3.02810, 3.66893, 3.07502], [2.99961, 2.74578, 2.09893], [2.17057, 1.65156, 2.08923], [0.80571, -0.24503, 4.32013], [1.18858, -0.58260, 2.59615], [0.73360, 2.11144, 5.05128], [2.14176, 4.09522, 5.03523], [3.73520, 4.53496, 3.03595], [3.53222, 2.79709, 1.20499], [0.74952, 1.20258, -4.04776], [0.78212, 0.30586, -2.59166], [0.84954, -0.25458, -1.53009], [-2.61321, -4.98271, -1.74634], [-3.56579, -3.23347, -1.86986], [-4.37636, -3.70890, -3.65460], [-1.91246, -2.29363, -2.40915], [-2.25284, -5.06078, -0.71384], [-1.73563, -5.15881, -2.34013], [-3.26831, -5.83667, -1.97902], [-3.85221, -4.55887, -4.02361], [-4.41122, -2.76822, -4.22351], [-5.35631, -4.02564, -3.29826], [-1.71110, -2.67864, -3.45077], [-1.12710, -2.58228, -1.69701], [-2.05829, -1.25081, -2.30573]],
  "forces_ev_per_a": [[-0.2, 0.0, 0.0], [1.7, 0.0, -1.4], [1.0, 2.0, 0.0], [-1.4, 0.4, 0.6], [0.2, -1.7, 0.9], [1.1, -1.0, -1.2], [1.0, 1.7, 0.3], [-1.0, 0.7, -0.2], [0.4, -2.4, 0.4], [-1.7, 0.2, 0.6], [0.8, -0.1, -0.1], [0.9, -0.3, -1.4], [-1.2, 0.8, 0.8], [0.3, -1.1, 1.9], [-0.9, 0.8, -0.8], [-0.4, 0.4, 0.4], [0.5, 0.1, 0.6], [-2.1, -1.0, 0.3], [0.5, 0.4, -0.9], [-0.3, 0.2, 0.0], [0.0, -0.2, -0.2], [0.8, -1.2, -0.8], [-1.0, 2.1, 2.1], [-1.5, 0.6, -0.1], [0.3, -3.1, -0.3], [0.8, -0.6, 0.0], [-2.0, 3.6, 0.7], [0.8, -1.1, -0.4], [2.0, -0.7, -0.8], [0.3, 0.2, -0.1], [-0.1, 0.2, -0.4], [-0.1, -0.3, -0.1], [0.5, 0.6, -0.1], [-0.4, -1.8, 0.3], [0.5, 0.8, -1.0], [0.2, -0.3, 0.0], [-0.3, 1.0, -1.2], [1.1, 0.8, 2.1], [-1.9, -1.4, -0.4], [0.4, -0.2, 1.2], [0.1, 0.6, -1.2], [-0.3, 0.6, 0.7], [0.0, -0.1, 0.5], [0.3, 0.3, 0.3], [-0.9, -0.9, 0.0], [0.9, 0.6, -1.3], [-0.2, 0.9, -1.9], [0.4, -2.1, 4.1], [-0.2, 1.2, -2.6], [-0.6, -0.4, 1.1], [0.8, -0.9, -0.5], [-0.3, 1.3, 1.8], [-0.3, -1.7, -0.6], [-0.2, -0.2, -0.1], [0.4, 0.6, -0.7], [-0.1, 0.3, 0.4], [0.5, -0.2, -0.8], [-0.1, -0.8, -0.3], [-0.3, 0.1, -0.6], [0.2, 0.8, 1.1], [-0.1, 0.0, -0.4], [0.0, 1.1, -0.4]],
  "spin_multiplicity": 5,
  "e_above_lowest_kcal_mol": 19.4,
  "homo_lumo_gap_ev": [6.3186, 7.0445],
  "s_squared": 6.0111,
  "total_charge": -1,
  "largest_force_ev_per_a": 4.6,
  "homo_ev": [-4.0, -4.7]
}



4.
{
  "formula": "C22H39N2O2P3Pd",
  "method": "ωB97M-V with the def2-TZVPD basis set",
  "elements": ["P", "C", "H", "H", "H", "C", "H", "H", "H", "C", "H", "H", "H", "P", "C", "H", "H", "H", "C", "H", "H", "H", "C", "H", "H", "H", "P", "C", "H", "H", "H", "C", "H", "H", "H", "C", "H", "H", "H", "Pd", "C", "O", "C", "O", "C", "C", "C", "C", "C", "C", "H", "H", "H", "H", "H", "H", "N", "C", "C", "C", "N", "C", "C", "H", "H", "H", "H", "H", "H"],
  "coordinates": [[-2.30047, 2.86692, 1.16712], [-2.95531, 2.69809, 2.82875], [-3.32225, 3.67983, 3.16930], [-2.17419, 2.35034, 3.52065], [-3.79153, 1.98339, 2.83900], [-0.87579, 3.95726, 1.15784], [-0.44412, 4.01192, 0.14731], [-0.10558, 3.60216, 1.85788], [-1.20487, 4.96434, 1.46318], [-3.53026, 3.46581, 0.00434], [-3.74974, 4.52321, 0.21921], [-4.45767, 2.88118, 0.09434], [-3.14870, 3.38148, -1.02476], [-1.41731, -1.95801, -2.30234], [-2.21120, -2.73903, -0.85088], [-2.51902, -3.76902, -1.07967], [-3.08504, -2.14953, -0.54708], [-1.48980, -2.74462, -0.02411], [-2.82744, -1.72096, -3.44932], [-2.48470, -1.17468, -4.33808], [-3.59596, -1.11604, -2.94901], [-3.25525, -2.68717, -3.75205], [-0.52065, -3.35922, -3.07419], [-1.21533, -4.17155, -3.33208], [0.24062, -3.73000, -2.37384], [-0.01056, -3.00593, -3.98029], [3.48217, -1.12431, 1.20983], [3.52264, -2.01273, 2.76888], [4.53906, -1.95666, 3.19111], [3.26249, -3.06945, 2.60602], [2.81354, -1.57117, 3.48485], [4.47783, -1.92995, -0.04908], [5.53964, -1.87822, 0.23632], [4.34109, -1.42483, -1.01721], [4.18189, -2.98430, -0.15048], [4.02622, 0.57358, 1.42140], [5.10812, 0.62880, 1.21832], [3.84743, 0.92247, 2.44930], [3.49788, 1.23808, 0.72305], [0.36306, 0.50350, -2.35369], [-1.78060, 1.24318, 0.53621], [-1.54471, 0.11738, 0.34303], [1.78850, -1.17886, 0.55046], [0.65759, -1.37348, 0.33559], [1.95581, 0.41912, -3.68048], [2.25885, 1.26430, -2.61543], [1.37593, 2.28919, -2.26714], [0.18774, 2.46170, -2.97894], [-0.11319, 1.61265, -4.04115], [0.76558, 0.58723, -4.38483], [2.60382, -0.42796, -3.90460], [3.14397, 1.08395, -2.00437], [1.57803, 2.90586, -1.39110], [-0.53644, 3.20738, -2.65052], [-1.07710, 1.69071, -4.54289], [0.47907, -0.13592, -5.14761], [0.65115, 0.88836, 6.63207], [0.58445, 0.78309, 5.28070], [1.21747, 1.72682, 4.44169], [1.08956, 1.57768, 3.05935], [0.39528, 0.58505, 2.49715], [-0.20503, -0.32154, 3.28021], [-0.13291, -0.27436, 4.67124], [1.14998, 1.64351, 7.07908], [0.19395, 0.21947, 7.23462], [1.78582, 2.55876, 4.85522], [1.57062, 2.28706, 2.37991], [-0.76669, -1.11683, 2.78918], [-0.63122, -1.03471, 5.27015]],
  "forces_ev_per_a": [[-0.3, -0.9, 0.8], [-0.2, 0.3, 0.3], [0.1, -0.2, 0.0], [-0.1, 0.1, -0.3], [0.2, 0.2, -0.1], [0.5, -0.2, -0.2], [-0.2, 0.1, 0.3], [-0.4, 0.1, -0.2], [0.0, -0.3, -0.1], [-0.2, -0.3, -0.3], [0.1, -0.3, 0.1], [0.2, 0.2, 0.0], [-0.1, 0.1, 0.4], [-0.8, -1.3, -1.0], [0.4, 0.8, 0.7], [0.2, 0.3, -0.2], [0.2, -0.2, -0.1], [-0.3, -0.2, -0.1], [0.3, 0.9, 0.0], [-0.2, -0.2, 0.1], [0.1, -0.2, -0.2], [0.2, 0.2, 0.2], [0.8, 0.6, 0.1], [0.0, 0.3, 0.1], [-0.2, 0.0, -0.2], [-0.2, -0.2, 0.1], [-0.6, -0.9, 0.8], [0.4, -0.1, 0.3], [-0.2, -0.1, -0.1], [0.1, 0.3, 0.0], [0.2, 0.0, -0.3], [-0.3, -0.2, -0.4], [-0.3, 0.0, 0.1], [0.1, -0.1, 0.3], [0.1, 0.3, 0.1], [-0.3, 0.5, 0.0], [-0.3, -0.2, 0.0], [0.0, -0.2, -0.3], [0.2, -0.2, 0.2], [-5.2, -6.9, 6.1], [0.7, 1.8, -1.0], [-0.7, -0.4, 0.3], [1.3, 1.5, -0.9], [0.0, -0.8, 0.2], [1.8, -0.9, -1.4], [2.4, 1.2, 0.5], [1.5, 2.5, 0.9], [-0.3, 2.4, 0.0], [-1.3, 0.8, -2.2], [0.0, -0.6, -2.9], [-0.1, 0.2, 0.0], [-0.2, 0.1, -0.3], [0.0, -0.1, -0.3], [0.2, -0.1, -0.2], [0.2, 0.0, 0.0], [0.2, 0.3, 0.0], [0.0, 0.0, -0.6], [-0.1, 0.0, 1.0], [0.0, 0.1, -0.9], [0.0, -0.1, 1.4], [0.1, 0.2, -1.1], [0.3, 0.3, 1.2], [-0.1, -0.1, -0.8], [-0.1, -0.1, -0.1], [0.1, 0.1, -0.1], [-0.1, -0.2, 0.0], [-0.1, -0.1, 0.2], [0.1, 0.2, 0.0], [0.1, 0.2, -0.1]],
  "spin_multiplicity": 5,
  "e_above_lowest_kcal_mol": 32.6,
  "homo_lumo_gap_ev": [6.6086, 3.5609],
  "s_squared": 6.0184,
  "total_charge": 4,
  "largest_force_ev_per_a": 10.5,
  "homo_ev": [-17.9, -17.9]
}



5.
{
  "formula": "C5H11N3",
  "method": "ωB97M-V with the def2-TZVPD basis set",
  "elements": ["C", "C", "C", "C", "C", "N", "N", "N", "H", "H", "H", "H", "H", "H", "H", "H", "H", "H", "H"],
  "coordinates": [[-0.18025, -1.67559, -0.20759], [-0.07844, -1.13785, -1.55855], [-0.79151, 0.76127, -1.23693], [0.89751, 0.38187, 0.84998], [-0.43453, -0.27794, 0.47854], [0.76007, 1.27589, 1.87649], [1.96094, 0.10405, 0.20909], [-1.52836, -0.23225, 1.19940], [-0.07568, 1.21655, 2.44239], [1.58548, 1.69064, 2.27785], [2.78940, 0.56683, 0.57603], [-1.87492, 0.71845, 1.32058], [-1.06007, -2.28564, -0.02802], [0.74344, -2.11473, 0.15914], [0.91852, -0.88277, -1.89233], [-0.83236, -1.41248, -2.28517], [-1.81004, 0.55131, -1.55639], [-0.84339, 1.63561, -0.58695], [-0.14579, 1.11679, -2.03755]],
  "forces_ev_per_a": [[0.0, 0.7, 1.3], [-0.6, 2.3, 0.5], [0.3, -0.6, -2.0], [-0.3, 0.8, -0.4], [0.2, -2.8, 1.8], [-0.1, 0.0, 0.0], [-0.1, -0.2, -0.1], [0.2, 0.2, -1.3], [0.3, -0.1, -0.1], [-0.1, -0.1, 0.0], [-0.1, 0.0, 0.1], [0.3, 0.2, 0.4], [0.1, -0.1, 0.0], [-0.1, -0.2, 0.0], [-0.1, -0.1, -0.2], [0.2, 0.1, -0.1], [0.0, 0.1, -0.1], [0.3, -0.5, 0.6], [-0.2, 0.0, -0.4]],
  "spin_multiplicity": 1,
  "e_above_lowest_kcal_mol": 101.4,
  "homo_lumo_gap_ev": 8.8267,
  "total_charge": 0,
  "largest_force_ev_per_a": 3.3,
  "homo_ev": -8.4
}



6.
{
  "formula": "C3H9O",
  "method": "ωB97M-V with the def2-TZVPD basis set",
  "elements": ["C", "H", "H", "H", "H", "C", "O", "C", "H", "H", "H", "H", "H"],
  "coordinates": [[0.79935, 2.50454, -0.52067], [-0.07217, 1.86549, -0.31101], [1.27365, 2.68535, 0.42700], [0.63434, 3.47452, -0.99008], [1.46574, 1.80761, -1.06599], [-0.25296, -0.83437, -0.00215], [-1.03668, 0.10253, 0.60775], [-0.71278, -2.24398, 0.59278], [0.86520, -0.72559, 0.12105], [-0.32548, -0.91524, -1.09910], [-1.36105, -2.74443, -0.13355], [-1.35802, -2.03784, 1.43957], [0.08085, -2.93859, 0.93439]],
  "forces_ev_per_a": [[0.3, -1.1, -0.1], [-0.3, 0.5, 0.0], [0.2, 0.1, 0.6], [-0.1, -0.3, -0.3], [-0.1, 0.8, -0.1], [-0.8, -0.5, 1.7], [0.8, 0.2, -0.9], [0.5, 0.0, -0.5], [-0.2, 0.0, 0.4], [-0.4, 0.1, -0.5], [0.1, -0.3, -0.1], [0.1, 0.3, 0.2], [-0.1, 0.2, -0.3]],
  "spin_multiplicity": 1,
  "e_above_lowest_kcal_mol": 10.2,
  "homo_lumo_gap_ev": 6.6960,
  "total_charge": -1,
  "largest_force_ev_per_a": 2.0,
  "homo_ev": -2.2
}